Entry 1:
Computed, not measured: the molecule C5H7BrN2O2 in a non-equilibrium geometry, with ωB97M-V with the def2-TZVPD basis set.

Structure (XYZ):
```
17
Properties=species:S:1:pos:R:3:forces:R:3
C -0.545201 0.463464 -0.175899 -2.201 2.789 -0.915
C 0.508713 -0.438400 0.112620 1.714 -3.409 0.400
C 2.339274 0.629736 1.545539 0.661 3.793 0.535
C -1.394089 0.329078 -1.433616 -1.575 -0.692 0.695
C 0.586687 -1.898846 -0.445635 -2.035 3.510 0.446
N -0.683215 1.486942 0.614332 1.483 -1.216 1.277
N 1.408860 -0.183513 0.995701 -1.513 0.347 -2.034
O 2.639541 -0.717823 1.257521 0.487 -3.248 -0.265
O -1.609932 2.361800 0.278385 -1.792 0.723 -1.736
Br 1.896790 0.888156 3.398423 -0.125 0.080 1.089
H -2.225431 1.044507 -1.543006 0.521 -0.129 0.739
H -0.923714 0.392084 -2.364055 1.691 0.430 -1.238
H -1.865912 -0.650043 -1.552295 -0.010 -0.183 0.636
H 1.475695 -2.319432 -0.237177 3.264 -1.173 0.564
H -0.127706 -2.443185 0.078070 -1.465 -1.037 1.145
H 0.318187 -2.014809 -1.448145 -0.174 0.270 -1.727
H -1.798548 3.070284 0.919235 1.067 -0.854 0.389
```
Positions in Å, forces in eV/Å.

Values from the calculation:
**HOMO level (alpha / beta)**: -7.7 / -7.7 eV
**LUMO (alpha / beta)**: -0.7 / -0.7 eV
**Max |F|**: 4.1 eV/Å
**2S+1**: 1
**Energy above the lowest of the compared OMol25 structures with the same formula, charge and spin**: 571.0 kJ/mol
**Gap between HOMO and LUMO (alpha / beta)**: 6.937 / 6.939 eV


Entry 2:
Computed, not measured: a cluster of 5 separate species, C14H20Cl12O3P in total in a non-equilibrium geometry, with ωB97M-V with the def2-TZVPD basis set.

Structure (XYZ):
```
50
Properties=species:S:1:pos:R:3:forces:R:3
O 1.872860 3.061633 1.852275 -0.861 -0.581 -0.496
C 1.703579 1.867336 0.998426 -0.723 -0.126 0.449
C 1.421524 0.644391 1.999525 1.076 0.086 -0.898
C 1.298526 -0.786198 1.291092 0.774 -1.778 2.339
O 2.389854 -1.216370 0.420347 -2.108 0.788 1.418
P 1.714361 -1.713890 -1.117556 0.933 0.310 -2.977
O 0.051994 -1.891451 -0.572695 0.062 0.787 3.077
C -0.133200 -1.305329 0.744214 -0.730 0.340 -0.882
C -1.316614 -0.234433 0.652720 -2.213 2.090 0.292
C -2.400173 -0.228689 1.756356 -0.300 2.393 -2.670
C -3.553846 0.802297 1.715837 2.607 0.123 -2.642
C -3.599452 1.843448 0.577263 2.306 -1.951 -0.114
C -2.539617 1.849958 -0.549721 0.624 -2.996 2.976
C -1.403593 0.787700 -0.500343 -2.139 0.310 2.200
H 0.961501 3.216420 2.199689 1.176 -0.088 -0.347
H 2.622108 1.689771 0.337133 -1.187 0.311 1.318
H 0.836913 2.110707 0.298391 1.014 -0.759 0.835
H 0.543566 0.859175 2.719039 1.075 -0.386 -1.425
H 2.351503 0.583433 2.685728 -1.359 0.139 -1.115
H 1.469350 -1.501746 2.189297 -0.499 1.149 -1.012
H 3.037769 -1.531507 -1.701452 0.016 -0.134 0.127
H 1.516817 -0.286786 -1.315778 -0.513 0.201 -0.122
H 1.174247 -2.019997 -2.445006 0.147 0.108 0.190
H 1.999173 -3.120575 -0.966957 -0.172 0.105 0.763
H -0.475418 -2.062338 1.550928 0.331 0.874 -1.487
H -2.346730 -1.005246 2.590547 -0.104 1.231 -1.316
H -4.371984 0.810564 2.510563 1.346 -0.041 -1.239
H -4.423391 2.633264 0.543897 1.475 -1.500 0.234
H -2.546504 2.607058 -1.400813 -0.145 -1.154 1.402
H -0.582471 0.762588 -1.304590 -1.442 -0.055 1.383
C 5.438771 -1.501974 1.794238 -0.057 -0.060 -0.177
Cl 5.946487 -0.050008 2.672794 -0.014 -0.014 -0.004
Cl 6.551163 -1.842034 0.461605 -0.149 -0.078 0.180
Cl 5.338919 -2.888409 2.890959 -0.008 0.078 -0.020
H 4.449229 -1.322147 1.377860 -0.066 -0.047 -0.076
C 8.070740 1.077336 -2.088750 -0.096 0.043 0.143
Cl 7.529982 1.341216 -0.425690 0.138 0.102 -0.226
Cl 8.302060 -0.649404 -2.402835 0.060 0.130 -0.030
Cl 6.913626 1.767605 -3.235702 0.134 -0.034 0.059
H 9.026269 1.580241 -2.221957 -0.198 -0.122 0.008
C -6.831985 2.015873 -1.582729 0.040 -0.216 0.050
Cl -6.320893 3.476260 -0.723558 -0.364 0.190 -0.235
Cl -5.721868 1.657932 -2.912682 -0.131 0.037 0.090
Cl -6.929854 0.646252 -0.468990 -0.291 0.514 -0.039
H -7.821380 2.190835 -2.000040 0.217 -0.001 0.091
C -6.181384 -3.009475 -1.853052 0.316 0.210 0.114
Cl -5.097714 -1.784401 -1.184306 0.138 -0.549 -0.182
Cl -6.799703 -4.061797 -0.570703 0.007 0.000 -0.095
Cl -7.518611 -2.248630 -2.730726 0.010 -0.085 -0.047
H -5.616488 -3.620469 -2.554110 -0.152 0.105 0.137
```
Positions in Å, forces in eV/Å.

Values from the calculation:
**HOMO level**: -4.4 eV
**LUMO**: 2.0 eV
**Charge**: -1
**Max |F|**: 4.3 eV/Å
**2S+1**: 1
**Energy above the lowest of the compared OMol25 structures with the same formula, charge and spin**: 313.9 kJ/mol
**Gap between HOMO and LUMO**: 6.348 eV


Entry 3:
Computed, not measured: a cluster of 2 separate species, C5H9O3 in total in a non-equilibrium geometry, with ωB97M-V with the def2-TZVPD basis set.

Structure (XYZ):
```
17
Properties=species:S:1:pos:R:3:forces:R:3
O -0.602109 -1.766218 -0.917181 -0.379 0.429 -0.111
C -0.532818 -0.881001 -0.004398 0.373 -0.613 -0.559
O -0.379130 -1.157804 1.206981 -0.271 0.172 0.203
C -0.509888 0.576383 -0.472466 0.287 0.794 0.697
C 0.566079 1.419818 0.290341 0.633 -0.223 0.035
C 1.011360 2.729017 -0.293525 -0.049 0.013 -0.415
C 0.584453 4.010472 0.168771 0.193 -0.655 -0.171
H -1.475500 1.073887 -0.322816 -0.106 -0.185 -0.044
H -0.274877 0.618199 -1.533999 -0.081 -0.121 -0.101
H 1.444352 0.757834 0.344153 -0.066 -0.077 0.060
H 0.274716 1.554257 1.336235 -0.248 -0.052 -0.005
H 1.566189 2.606900 -1.228316 -0.075 0.286 -0.041
H 0.104254 4.017901 1.134782 -0.307 0.383 0.243
H 0.582909 4.905548 -0.446680 -0.033 0.083 0.047
H -0.541355 -4.076513 -0.794514 0.050 0.024 -0.240
H -0.156794 -3.261148 0.329632 0.227 -0.230 -0.028
O -0.063108 -4.199195 0.029124 -0.147 -0.027 0.432
```
Positions in Å, forces in eV/Å.

Values from the calculation:
**HOMO level (alpha / beta)**: 4.0 / 0.2 eV
**LUMO (alpha / beta)**: 6.6 / 6.5 eV
**<S²>**: 0.75
**Charge**: -2
**Max |F|**: 1.1 eV/Å
**2S+1**: 2
**Gap between HOMO and LUMO (alpha / beta)**: 2.559 / 6.273 eV


Entry 4:
Computed, not measured: a structure of composition C10H11Cl2LuNO2 in a non-equilibrium geometry, with ωB97M-V with the def2-TZVPD basis set.

Structure (XYZ):
```
27
Properties=species:S:1:pos:R:3:forces:R:3
C 1.706981 -1.107515 -1.676115 0.198 -0.583 -0.497
C 0.309681 -1.035115 -1.928815 -0.017 -0.895 -0.361
C -0.372619 -1.733315 -0.888715 0.189 -0.758 -0.760
C 0.607481 -2.225015 0.016285 0.307 -0.820 -0.670
C 1.893281 -1.832615 -0.464315 0.034 -1.085 -0.583
Lu 0.804881 0.168085 0.126085 -8.154 -3.797 0.962
C -0.768019 1.819485 -0.786615 0.062 0.829 -0.906
C 0.377981 2.212785 -1.355815 -0.369 0.739 -0.229
C 1.330981 2.738185 -2.098515 -0.223 -0.137 0.119
N 2.145681 1.181885 0.438085 8.593 6.458 1.570
H -1.453819 -1.854815 -0.795515 0.540 0.114 0.080
H -0.155219 -0.532615 -2.780215 0.167 -0.162 0.314
H 0.414681 -2.783615 0.933485 -0.009 0.336 -0.401
H 2.850081 -2.042015 0.016085 -0.363 0.109 -0.199
H 2.494881 -0.656815 -2.281115 -0.297 -0.138 0.264
H -1.438819 1.113285 -1.291415 0.368 0.245 0.200
H 3.014581 1.729485 0.461385 -0.225 -0.081 0.160
H -1.112819 2.259885 0.155585 0.247 -0.212 -0.297
H 1.077681 3.536085 -2.810815 0.014 -0.352 0.273
H 2.370081 2.405885 -2.032415 -0.501 0.125 0.085
Cl -2.406319 1.274585 3.779885 -0.043 -0.218 0.156
C -2.638719 -0.399615 3.203285 -0.168 0.155 0.837
Cl -4.325819 -0.593815 2.668785 0.000 -0.143 0.090
C -1.702619 -0.747315 2.083185 3.415 -2.746 -4.219
O -1.732819 -1.966015 1.606885 -0.852 4.231 2.636
O -0.841819 0.156285 1.646885 -2.629 -1.711 1.977
H -2.449519 -1.085715 4.054485 -0.286 0.498 -0.600
```
Positions in Å, forces in eV/Å.

Values from the calculation:
**HOMO level**: -3.9 eV
**LUMO**: 3.0 eV
**Charge**: -1
**Max |F|**: 10.9 eV/Å
**2S+1**: 1
**Gap between HOMO and LUMO**: 6.893 eV


Entry 5:
Computed, not measured: a cluster of 14 separate species, C24H76O14 in total in a non-equilibrium geometry, with ωB97M-V with the def2-TZVPD basis set.

Structure (XYZ):
```
114
Properties=species:S:1:pos:R:3:forces:R:3
O 4.013964 -0.159811 -2.501389 -0.322 -0.154 -0.233
H 4.805484 0.139659 -2.948669 0.240 0.035 -0.136
H 3.828114 0.524549 -1.858479 -0.094 0.176 0.231
O 2.465544 -4.261331 3.022811 0.213 -0.373 0.454
H 2.158264 -4.488291 2.145151 -0.228 0.172 -0.257
H 2.528124 -3.306201 3.015641 -0.173 0.148 -0.046
O -2.749346 0.417629 -0.274849 0.401 0.546 0.316
H -3.218226 0.332029 0.555241 -0.425 -0.075 0.305
H -3.260006 -0.104191 -0.893849 -0.527 -0.355 -0.595
O -2.731426 3.258239 0.228221 0.180 0.618 0.268
H -2.937976 2.442099 -0.227269 0.094 -0.634 -0.304
H -3.304436 3.256799 0.994961 -0.272 0.088 0.177
O -0.005806 2.450189 0.863001 0.792 -0.238 0.710
H -0.810306 2.891519 1.135451 -0.497 0.180 -0.214
H -0.033946 2.468909 -0.093599 -0.361 0.192 -0.447
O -0.481186 -0.327281 1.189401 0.451 -0.869 0.386
H 0.201584 0.337789 1.101421 0.009 0.431 0.046
H -1.275066 0.099749 0.867461 -0.082 0.094 -0.502
C 7.531684 2.324219 0.761111 -0.681 0.408 -0.150
C 6.335004 3.283359 0.567931 -0.585 -2.139 -0.309
C 5.000634 2.593409 0.118591 0.583 0.406 -0.697
O 6.086794 3.908129 1.789981 0.173 0.832 0.352
H 7.397064 1.702089 1.645941 -0.244 0.034 0.050
H 8.446424 2.896069 0.917121 0.020 -0.028 -0.169
H 7.619424 1.658859 -0.097779 0.189 0.113 -0.060
H 6.544654 4.015239 -0.212129 0.364 0.122 -0.101
H 5.116114 2.102649 -0.847809 0.310 -0.216 -0.135
H 4.299404 3.396169 -0.109339 -0.279 0.065 0.307
H 4.528094 1.885269 0.799291 0.327 0.168 0.350
H 5.524424 4.646789 1.545571 -0.218 0.239 0.587
C 1.042674 2.574539 -3.733589 1.723 -0.318 -1.140
C 0.986954 2.945949 -2.284569 1.312 -1.963 -0.648
C 1.668414 4.163179 -1.805539 0.573 2.080 0.443
O -0.321826 2.895299 -1.940879 -2.956 0.571 0.817
H 0.612074 3.290059 -4.434099 0.005 0.396 0.154
H 0.611044 1.605609 -3.984549 -0.329 0.002 0.568
H 2.094844 2.427689 -3.977479 0.170 0.282 -0.452
H 1.401464 2.091289 -1.749929 0.601 -0.150 0.088
H 1.169154 5.119399 -1.962049 -0.752 -0.131 -0.697
H 2.637834 4.368759 -2.259489 0.308 -0.552 0.294
H 1.688724 4.184239 -0.715939 0.552 -0.441 0.093
H -0.729866 3.386039 -2.658009 -0.981 0.141 0.355
C 6.119634 -1.143031 -0.262619 -0.287 0.117 -0.368
C 5.628144 -1.680161 1.066441 0.021 0.494 -0.981
C 4.162204 -1.923651 1.079171 -1.560 -0.598 0.049
O 6.322794 -2.872291 1.422141 -0.106 0.660 0.364
H 5.549654 -0.260461 -0.552979 -0.174 -0.067 0.135
H 5.964824 -1.886511 -1.044519 0.418 0.026 -0.108
H 7.139094 -0.769061 -0.168029 0.280 -0.480 -0.194
H 5.772724 -0.799281 1.691951 0.411 -0.390 1.141
H 3.812814 -2.336241 2.025641 0.344 0.475 0.271
H 3.722294 -2.652781 0.398761 0.693 -0.159 -0.591
H 3.617134 -1.005431 0.860351 0.096 0.121 0.196
H 7.203704 -2.591911 1.680951 0.212 -0.226 0.031
C 2.236224 -0.125541 3.319331 -0.388 -0.892 -0.495
C 1.681484 1.154579 3.923961 -0.815 -1.369 -0.045
C 2.196124 1.476879 5.279051 0.641 0.068 1.677
O 1.890584 2.240829 3.124901 1.360 2.330 -1.566
H 2.148324 -0.100151 2.233181 0.367 0.423 -0.115
H 1.605094 -0.993971 3.508031 -0.179 -0.039 0.645
H 3.248364 -0.422951 3.593601 0.144 0.430 0.023
H 0.594544 1.127069 3.847211 -0.411 -1.114 1.187
H 2.422954 0.643609 5.944111 -0.910 -0.540 -0.073
H 1.547074 2.188649 5.789161 0.022 -0.055 0.072
H 3.202764 1.893979 5.307751 0.040 0.556 -0.895
H 1.194974 2.247749 2.463331 0.113 0.293 -0.486
C -7.077716 -1.575321 -0.650689 -0.797 -0.562 -0.629
C -5.569916 -1.487271 -0.594299 0.239 -2.071 -1.543
C -4.949796 -2.905381 -0.749149 -1.070 -0.098 0.973
O -4.939416 -0.738921 -1.665279 0.035 1.524 1.452
H -7.418436 -2.359131 -1.327189 0.066 -0.051 -0.302
H -7.613976 -0.675251 -0.951349 0.322 0.267 0.180
H -7.446426 -1.900571 0.322121 -0.022 0.162 0.145
H -5.453966 -1.108381 0.421131 1.416 0.816 -0.429
H -5.232346 -3.339751 -1.708099 0.269 0.347 -0.353
H -5.449156 -3.586681 -0.060249 0.143 -0.072 0.424
H -3.875396 -2.975331 -0.579269 -0.167 0.277 -0.134
H -5.135156 -1.021021 -2.561779 -0.393 -0.587 0.250
C -6.427886 1.268309 4.646091 0.562 1.048 0.633
C -6.261606 0.060359 3.749361 -0.566 1.303 1.518
C -7.596366 -0.601211 3.665441 0.269 -1.364 0.553
O -5.906296 0.469919 2.466701 0.927 0.259 -1.257
H -6.627846 1.020949 5.688651 -0.210 -0.330 -0.020
H -7.221426 1.931059 4.300911 -0.186 -0.133 -0.126
H -5.540746 1.899509 4.697651 0.263 -0.124 -0.232
H -5.461186 -0.537211 4.185641 -0.064 -0.447 -0.350
H -7.477936 -1.295331 2.833411 -0.860 -0.145 -0.141
H -8.392326 0.139719 3.590841 -0.003 -0.133 -0.515
H -7.799536 -1.184161 4.563761 -0.072 -0.077 -0.001
H -6.701636 0.461479 1.929151 -0.009 0.146 -0.141
C -1.317656 -3.509761 -0.283129 -0.931 -1.281 -1.087
C 0.175794 -3.645391 -0.402359 -0.726 -0.807 2.101
C 0.781084 -2.987061 -1.526559 0.685 0.784 -2.727
O 0.673404 -3.092611 0.781661 1.129 0.495 1.187
H -1.815166 -3.832231 -1.197789 -0.030 -0.098 -0.321
H -1.682226 -2.496611 -0.113629 0.420 0.079 0.357
H -1.657006 -4.222731 0.468281 -0.157 0.429 0.339
H 0.526824 -4.670311 -0.282299 -0.483 -0.423 -0.648
H 1.854324 -3.170641 -1.577219 0.049 0.359 0.161
H 0.538164 -1.924471 -1.524589 0.326 0.264 0.236
H 0.381904 -3.318651 -2.485099 -0.133 -0.334 -0.106
H 0.422714 -2.166711 0.743191 -0.127 0.608 0.535
C -1.804556 -0.611421 -6.878569 -1.386 -0.737 0.273
C -1.689906 -1.392751 -5.543309 0.852 2.684 1.144
C -1.966126 -0.467001 -4.286969 1.411 -0.003 -0.220
O -2.575226 -2.432161 -5.380299 -1.264 -1.217 -0.694
H -1.496396 -1.186411 -7.751799 0.510 -0.046 0.110
H -1.397356 0.399369 -6.902829 0.289 -0.255 0.233
H -2.880956 -0.530261 -7.029839 -0.239 0.382 -0.044
H -0.704366 -1.855231 -5.489279 0.524 0.568 0.329
H -2.975716 -0.107261 -4.088479 -0.325 -0.616 -0.527
H -1.389766 0.458019 -4.271349 0.270 0.062 -0.565
H -1.587806 -0.955301 -3.388899 -0.328 -0.381 0.052
H -2.305536 -3.089091 -6.026289 -0.348 -0.435 -0.004
```
Positions in Å, forces in eV/Å.

Values from the calculation:
**HOMO level**: -9.3 eV
**LUMO**: 0.3 eV
**Max |F|**: 3.1 eV/Å
**2S+1**: 1
**Energy above the lowest of the compared OMol25 structures with the same formula, charge and spin**: 374.6 kJ/mol
**Gap between HOMO and LUMO**: 9.605 eV


Entry 6:
Computed, not measured: the molecule C6H10, with ωB97M-V with the def2-TZVPD basis set.

Structure (XYZ):
```
16
Properties=species:S:1:pos:R:3:forces:R:3
C -0.338275 -0.972957 2.333517 0.178 0.281 -0.342
C 0.106764 -0.355678 1.398253 -0.175 -0.232 0.351
C 0.640614 0.342409 0.216583 0.005 -0.020 -0.034
C 0.589386 1.868991 0.397216 0.026 0.067 0.019
C -0.116792 -0.040627 -1.085065 -0.056 0.051 -0.019
C -0.678532 -1.461521 -1.163336 0.000 -0.053 0.025
H -0.729853 -1.531079 3.156506 0.089 0.155 -0.148
H 1.692855 0.038836 0.116932 -0.186 0.007 0.021
H -0.444006 2.192693 0.569336 0.183 -0.079 -0.012
H 1.199545 2.207721 1.239502 -0.082 -0.105 -0.094
H 0.950650 2.367213 -0.510196 -0.033 -0.112 0.130
H 0.565057 0.141918 -1.926065 -0.144 0.020 0.133
H -0.938989 0.676512 -1.201602 0.052 -0.132 0.067
H 0.080598 -2.199662 -1.443027 -0.056 0.131 0.045
H -1.091967 -1.767967 -0.197649 0.003 0.058 -0.191
H -1.487054 -1.506803 -1.900905 0.197 -0.038 0.048
```
Positions in Å, forces in eV/Å.

Values from the calculation:
**HOMO level**: -9.9 eV
**SMILES string**: C#C[C@H](C)CC
**LUMO**: 1.2 eV
**Max |F|**: 0.5 eV/Å
**2S+1**: 1
**Energy above the lowest of the compared OMol25 structures with the same formula, charge and spin**: 146.0 kJ/mol
**Gap between HOMO and LUMO**: 11.087 eV